Record 1
Computed, not measured: 2 unconnected molecules or ions with the total composition C34H48BrN5O10PS, with ωB97M-V/def2-TZVPD.

The geometry in XYZ format:
```
100
Properties=species:S:1:pos:R:3:forces:R:3
C 1.485 -3.820 1.239 0.162 0.473 0.117
C 2.365 -2.557 1.349 -0.509 -0.102 0.012
C 1.940 -1.487 0.355 0.457 0.237 0.233
C 2.755 -0.195 0.431 -0.170 -0.051 -0.185
C 2.523 0.574 1.725 0.206 -0.148 0.112
C 3.021 2.019 1.746 0.167 -0.136 0.039
C 2.783 2.790 0.478 0.410 0.044 -0.252
O 1.386 2.762 0.081 -0.038 -0.495 0.078
C 0.561 3.559 0.714 -0.018 0.447 -0.013
O 0.828 4.492 1.413 0.228 0.174 0.303
C -0.881 3.252 0.431 -0.146 -0.222 -0.116
C -1.640 2.643 1.412 -0.022 0.157 -0.014
Br -0.895 2.102 3.031 0.066 -0.066 0.186
C -2.993 2.470 1.194 -0.151 -0.345 -0.068
N -3.818 1.842 2.120 -0.193 0.594 0.212
C -4.150 2.420 3.156 0.110 0.490 1.071
O -4.450 2.947 4.144 0.100 -0.831 -1.131
N -3.554 2.850 0.018 0.102 0.124 -0.044
C -5.001 2.564 -0.147 -0.232 -0.232 0.412
C -5.254 1.080 -0.381 0.131 -0.019 -0.577
C -6.647 0.800 -0.962 0.115 -0.338 0.121
C -7.607 0.258 0.090 -0.154 0.223 -0.167
N -7.295 -1.144 0.388 0.126 0.394 0.220
C -6.456 -1.321 1.543 -0.251 -0.147 -0.141
C -5.470 -2.431 1.411 -0.105 -0.274 0.136
O -6.514 -0.600 2.503 0.279 0.447 0.151
C -2.819 3.450 -0.966 -0.141 -0.365 -0.047
C -3.495 3.925 -2.216 -0.573 0.023 0.111
C -4.146 2.876 -3.134 0.065 0.358 -0.152
S -3.073 2.233 -4.447 -0.043 -0.165 -0.095
C -3.031 0.573 -3.947 -0.067 0.112 -0.210
N -3.577 -0.424 -4.539 -0.110 -0.281 -0.128
N -3.241 -1.556 -3.797 -0.161 0.074 -0.265
C -2.534 -1.131 -2.822 -0.015 -0.367 0.005
O -2.347 0.201 -2.833 0.164 0.157 0.391
C -1.467 3.646 -0.766 0.341 -0.042 -0.007
C -0.627 4.328 -1.826 -0.219 -0.036 -0.156
O -0.804 3.789 -3.113 0.125 0.193 -0.042
C 0.010 2.749 -3.513 0.119 -0.054 0.116
C 0.304 1.669 -2.699 0.078 -0.053 0.121
C 1.095 0.639 -3.188 0.068 0.021 -0.167
C 1.575 0.678 -4.486 -0.125 0.116 0.038
C 1.256 1.759 -5.297 0.027 -0.125 0.104
C 0.480 2.798 -4.811 0.114 -0.142 -0.260
H 0.773 -3.706 0.427 -0.049 -0.148 -0.222
H 0.901 -3.952 2.144 -0.038 -0.191 0.126
H 2.084 -4.706 1.069 -0.029 -0.215 -0.036
H 2.245 -2.144 2.348 0.220 0.017 0.190
H 3.414 -2.804 1.215 0.180 0.017 -0.022
H 2.012 -1.878 -0.658 -0.135 -0.139 -0.151
H 0.901 -1.227 0.565 -0.263 -0.062 -0.191
H 3.814 -0.419 0.309 0.171 -0.024 -0.002
H 2.471 0.405 -0.433 -0.048 0.149 -0.060
H 1.467 0.516 1.988 -0.192 0.124 -0.059
H 3.051 0.051 2.519 -0.067 -0.065 0.216
H 2.631 2.557 2.607 -0.156 0.047 0.092
H 4.104 2.011 1.875 0.156 0.048 0.004
H 3.304 2.313 -0.343 -0.089 -0.043 -0.229
H 3.144 3.811 0.531 -0.196 0.234 0.151
H -5.401 3.172 -0.940 0.093 0.130 -0.255
H -5.500 2.870 0.766 -0.056 0.187 0.090
H -5.112 0.538 0.546 0.031 -0.035 0.144
H -4.493 0.705 -1.066 0.128 -0.017 -0.066
H -6.545 0.042 -1.733 -0.071 -0.073 -0.140
H -7.074 1.677 -1.446 0.007 0.222 0.038
H -7.556 0.880 0.983 -0.149 0.005 0.185
H -8.619 0.316 -0.296 -0.164 -0.042 -0.012
H -8.161 -1.645 0.551 0.105 -0.336 -0.174
H -4.628 -2.072 0.821 0.056 0.082 -0.159
H -5.103 -2.735 2.383 0.023 -0.076 0.132
H -5.908 -3.262 0.868 0.010 -0.147 -0.051
H -4.285 4.612 -1.909 -0.067 0.130 0.080
H -2.798 4.505 -2.802 0.064 0.075 -0.009
H -4.976 3.360 -3.641 -0.112 0.061 -0.069
H -4.558 2.037 -2.600 -0.087 -0.216 0.095
H -2.100 -1.738 -2.051 0.142 0.103 0.222
H 0.420 4.318 -1.544 0.169 0.039 0.027
H -0.960 5.361 -1.898 0.112 0.200 0.040
H -0.079 1.595 -1.693 -0.037 0.077 0.035
H 1.324 -0.206 -2.557 0.011 -0.082 0.122
H 2.180 -0.125 -4.872 0.093 -0.127 -0.032
H 1.617 1.785 -6.312 0.030 0.073 -0.134
H 0.234 3.629 -5.453 -0.090 0.183 0.036
C 7.617 -7.105 2.496 -0.006 -0.075 -0.049
O 7.035 -5.803 2.314 0.036 -0.011 0.148
P 7.843 -4.502 2.725 -0.085 -0.059 -0.069
O 9.238 -4.723 3.104 0.042 -0.069 0.053
O 6.932 -3.823 3.833 -0.083 0.031 -0.044
C 6.644 -4.583 5.012 0.016 -0.026 0.063
O 7.597 -3.543 1.498 0.041 0.115 -0.007
C 8.642 -2.634 1.107 -0.004 0.032 -0.043
H 6.818 -7.775 2.806 -0.030 0.028 -0.023
H 8.038 -7.449 1.553 0.005 0.014 -0.014
H 8.398 -7.087 3.253 0.028 0.051 -0.019
H 7.478 -5.234 5.279 0.026 0.024 -0.001
H 5.745 -5.179 4.854 0.015 -0.009 -0.027
H 6.477 -3.878 5.821 -0.006 0.030 -0.010
H 9.326 -3.133 0.425 0.015 -0.021 0.017
H 9.195 -2.270 1.970 0.006 -0.025 0.024
H 8.161 -1.801 0.602 -0.041 -0.020 -0.007
```
Positions in Å, forces in eV/Å.

Computed properties:
Largest force on an atom   0.0274 Eh/bohr
Total charge   +1
Multiplicity   1
DFT total energy   -154123.8419 eV
HOMO level   -11.39 eV
HOMO-LUMO gap   7.3 eV

Atom charges from the Mulliken analysis, given in e for atoms 1 to 2: -1.218 -0.393

=====

Record 2
Computed, not measured: a molecular structure, C34H48GeN4P2Ru, with ωB97M-V/def2-TZVPD.

The geometry in XYZ format:
```
90
Properties=species:S:1:pos:R:3:forces:R:3
Ru 0.524 0.804 -0.280 0.124 -0.305 -0.289
C -4.032 -1.139 -3.633 0.030 -0.003 0.051
C -3.415 -1.547 -2.450 -0.066 -0.023 -0.065
C -2.396 -0.798 -1.911 0.092 0.018 0.051
C -1.965 0.386 -2.544 -0.107 -0.090 -0.043
C -2.595 0.790 -3.743 0.045 0.025 0.030
C -3.615 0.027 -4.270 -0.010 0.001 -0.010
N -0.944 1.075 -1.965 0.153 0.227 -0.030
N -0.720 2.342 -2.466 -0.219 -0.166 0.105
C 1.501 2.627 -1.442 0.027 0.251 0.098
C 2.206 3.404 -0.456 -0.015 -0.015 0.005
C 3.351 2.933 0.136 -0.011 -0.033 -0.036
C 3.831 1.669 -0.215 -0.022 0.044 0.004
C 3.212 0.954 -1.248 0.083 0.006 0.012
C 2.097 1.412 -1.963 -0.128 -0.026 0.098
H -4.832 -1.730 -4.058 0.000 -0.003 0.000
H -3.741 -2.450 -1.952 -0.003 -0.002 -0.004
H -1.927 -1.092 -0.982 0.018 -0.013 0.023
H -2.246 1.658 -4.286 -0.007 0.002 -0.011
H -4.082 0.331 -5.197 0.000 0.002 0.002
H 1.794 4.363 -0.168 0.011 -0.003 0.016
H 3.868 3.534 0.873 0.003 -0.002 0.001
H 4.718 1.268 0.257 0.000 0.004 0.006
H 3.698 0.046 -1.579 -0.025 0.001 -0.012
C -2.812 1.391 0.692 0.018 0.011 -0.066
P -1.133 1.022 1.265 -0.606 0.242 0.412
C -1.312 -0.502 2.238 0.116 -0.075 -0.009
N -2.392 -0.733 2.945 -0.086 0.152 -0.067
C -2.376 -1.811 3.755 -0.008 -0.083 0.059
C -3.519 -2.121 4.534 0.035 0.046 -0.046
C -3.480 -3.183 5.383 0.021 -0.048 0.027
C -2.312 -3.987 5.499 -0.041 0.012 0.006
C -1.201 -3.719 4.761 0.028 0.057 -0.041
C -1.210 -2.622 3.863 -0.087 -0.051 0.057
N -0.125 -2.374 3.100 0.144 -0.036 -0.019
C -0.188 -1.352 2.282 -0.063 0.061 -0.015
P 1.158 -1.008 1.093 0.157 -0.343 0.012
C 2.642 -0.771 2.110 0.052 -0.004 -0.016
C 1.436 -2.612 0.171 -0.014 0.110 -0.052
C 0.107 -3.044 -0.452 0.032 0.025 0.063
C 1.979 -3.693 1.107 -0.027 -0.027 0.004
C 2.451 -2.370 -0.951 0.020 0.041 0.074
C -0.774 2.336 2.545 0.092 -0.008 -0.095
C -1.731 2.251 3.737 0.028 -0.021 -0.031
C -0.905 3.704 1.869 -0.019 -0.032 0.003
C 0.661 2.140 3.038 -0.027 0.006 0.000
H -3.483 1.520 1.539 0.045 -0.017 0.043
H -3.190 0.575 0.080 0.002 0.011 0.001
H -2.799 2.305 0.098 -0.028 -0.007 -0.019
H -4.393 -1.492 4.436 -0.003 -0.004 0.003
H -4.344 -3.425 5.987 0.000 -0.004 -0.001
H -2.315 -4.823 6.185 -0.003 0.002 0.004
H -0.304 -4.319 4.831 -0.001 -0.004 0.004
H 2.650 -1.517 2.905 -0.011 -0.006 -0.013
H 2.653 0.224 2.548 0.011 0.006 -0.011
H 3.528 -0.895 1.487 0.006 0.008 0.024
H -0.680 -3.182 0.292 0.006 0.000 -0.010
H 0.246 -3.995 -0.967 0.007 -0.009 -0.002
H -0.224 -2.317 -1.196 -0.030 -0.015 -0.016
H 1.309 -3.894 1.940 0.017 -0.015 -0.009
H 2.961 -3.431 1.502 -0.004 -0.017 -0.002
H 2.095 -4.610 0.525 0.013 -0.012 0.018
H 2.095 -1.630 -1.669 -0.003 -0.002 -0.017
H 2.608 -3.308 -1.485 -0.001 -0.008 0.002
H 3.420 -2.052 -0.561 -0.005 -0.008 -0.025
H -2.780 2.305 3.448 -0.004 0.007 -0.012
H -1.527 3.100 4.392 -0.004 -0.005 0.013
H -1.582 1.340 4.314 -0.012 0.010 0.014
H -1.931 3.917 1.569 -0.004 0.004 -0.001
H -0.257 3.780 0.994 -0.001 0.020 -0.006
H -0.604 4.481 2.575 0.009 -0.001 0.008
H 0.797 1.161 3.504 -0.001 0.007 -0.004
H 0.887 2.893 3.796 0.012 0.010 -0.007
H 1.385 2.256 2.225 0.017 -0.012 0.024
C 1.565 2.313 -4.963 0.133 0.066 -0.042
Ge 1.944 0.759 -3.865 -0.024 0.040 0.021
C 3.731 0.097 -4.247 0.066 -0.021 0.008
C 0.675 -0.686 -4.148 -0.095 -0.119 -0.026
C 0.199 3.066 -1.724 0.198 0.153 -0.125
H 1.647 2.010 -6.008 -0.019 0.040 -0.012
H 2.313 3.085 -4.780 -0.032 0.026 -0.033
H 0.575 2.733 -4.803 -0.026 -0.032 0.021
H 3.800 -0.126 -5.312 0.001 0.015 -0.006
H 3.951 -0.825 -3.708 0.004 0.001 0.002
H 4.491 0.840 -4.003 0.024 -0.016 -0.018
H 1.122 -1.400 -4.840 0.024 0.001 0.018
H -0.252 -0.331 -4.595 -0.003 0.001 0.042
H 0.441 -1.215 -3.225 -0.058 -0.046 -0.001
H -1.574 2.841 -2.693 0.046 0.018 -0.090
H -0.103 4.062 -1.424 -0.011 0.004 -0.023
```
Positions in Å, forces in eV/Å.

Computed properties:
Largest force on an atom   0.0150 Eh/bohr
Relative energy (zero: lowest compared OMol25 entry of this formula, charge and spin)   0.0 kJ/mol
Total charge   +2
Multiplicity   5
DFT total energy   -119658.5397 eV
HOMO level (spin up / spin down)   -12.89 / -13.98 eV
HOMO-LUMO gap (spin up / spin down)   7.1 / 6.5 eV

Atom charges from the Mulliken analysis, given in e for atoms 1 to 2: 1.195 -0.682

=====

Record 3
Computed, not measured: a molecular structure, C34H48MoN4O8PSSe4, with ωB97M-V/def2-TZVPD.

The geometry in XYZ format:
```
101
Properties=species:S:1:pos:R:3:forces:R:3
Mo -1.587 0.070 0.725 -0.721 -0.024 0.420
O -4.468 -2.186 0.623 -0.043 -0.485 0.104
C -4.121 -3.494 0.247 0.017 0.056 0.079
C -2.662 -3.903 0.504 0.051 0.216 0.028
C -2.692 -5.435 0.358 0.256 -0.039 0.043
O -1.412 -6.062 0.434 -0.088 -0.023 0.015
C -2.153 -3.575 1.904 -0.071 0.199 -0.117
Se -1.734 -1.711 2.418 -0.182 -0.196 0.308
C -1.679 -3.369 -0.540 0.083 0.236 -0.079
Se -1.776 -1.511 -1.192 -0.197 -0.387 0.011
H -4.609 -1.672 -0.184 0.016 0.347 -0.031
H -4.320 -3.659 -0.820 -0.061 -0.007 0.015
H -4.761 -4.187 0.814 0.010 0.006 -0.040
H -3.175 -5.682 -0.597 -0.008 -0.035 -0.001
H -3.286 -5.872 1.162 0.018 -0.019 0.015
H -0.826 -5.596 -0.172 -0.020 0.027 -0.022
H -1.213 -4.104 2.057 -0.018 -0.125 0.037
H -2.867 -3.926 2.652 -0.021 0.086 0.025
H -1.759 -3.966 -1.454 -0.002 0.039 -0.064
H -0.665 -3.457 -0.151 0.089 -0.132 0.000
O 0.285 3.791 1.709 0.000 0.036 0.014
C 0.956 3.424 2.893 -0.045 -0.060 0.086
C 0.375 2.262 3.734 -0.058 0.066 -0.110
C 1.041 2.462 5.113 -0.036 -0.140 0.072
O 1.033 1.316 5.959 0.033 0.121 -0.063
C 0.787 0.888 3.200 0.067 -0.096 -0.253
Se 0.755 0.627 1.247 0.277 0.306 0.154
C -1.137 2.330 3.950 -0.014 -0.061 -0.304
Se -2.371 1.937 2.465 0.179 -0.126 0.133
H 0.304 3.007 1.134 -0.054 -0.080 0.053
H 0.964 4.327 3.514 0.023 -0.008 -0.010
H 2.001 3.159 2.671 0.006 0.057 0.033
H 0.549 3.304 5.616 0.035 0.041 0.001
H 2.095 2.723 4.974 -0.003 -0.073 0.034
H 0.148 0.936 5.941 -0.033 0.010 -0.009
H 0.159 0.095 3.604 0.056 -0.014 0.172
H 1.821 0.691 3.491 0.044 -0.058 -0.006
H -1.418 3.324 4.306 0.012 0.018 0.023
H -1.412 1.602 4.719 0.035 0.084 0.104
C -1.747 5.999 -0.479 -0.035 -0.044 -0.068
C -1.734 5.825 -2.000 0.109 -0.052 0.070
C -0.306 5.838 -2.543 -0.070 0.007 -0.001
C -2.481 4.570 -2.456 0.108 0.084 0.033
N -1.871 3.337 -1.982 -0.138 -0.049 -0.247
C -1.876 2.818 -0.766 0.205 0.048 0.205
N -1.336 1.622 -0.833 -0.102 0.247 -0.925
N -1.030 1.404 -2.141 -0.093 0.275 0.143
N -1.352 2.425 -2.834 0.073 -0.028 0.206
H -1.443 7.014 -0.215 0.020 -0.034 0.006
H -1.053 5.313 0.013 -0.041 0.047 0.013
H -2.746 5.828 -0.069 0.048 0.029 0.012
H -2.284 6.661 -2.445 -0.033 0.003 -0.015
H 0.246 4.962 -2.190 0.001 0.051 -0.003
H 0.227 6.728 -2.203 -0.011 -0.034 -0.018
H -0.298 5.825 -3.635 0.028 -0.011 0.029
H -2.474 4.499 -3.542 -0.026 -0.043 -0.025
H -3.515 4.568 -2.112 -0.040 -0.005 0.016
H -2.224 3.293 0.138 -0.093 -0.115 0.005
C -6.019 1.184 0.887 0.110 -0.005 -0.056
S -4.838 0.962 -0.416 -0.192 0.199 0.152
O -5.230 -0.217 -1.162 0.050 0.015 -0.090
O -4.810 2.198 -1.177 0.200 -0.046 0.017
O -3.591 0.763 0.374 0.115 -0.274 -0.238
H -6.978 1.434 0.435 0.024 -0.035 0.047
H -5.646 1.993 1.515 -0.090 -0.047 0.002
H -6.067 0.252 1.451 -0.014 0.063 -0.034
O 1.248 -0.550 -1.468 0.323 0.031 -0.279
P 2.507 -1.316 -1.345 -0.053 -0.050 0.198
C 3.949 -0.209 -1.383 -0.094 0.025 -0.022
C 3.906 0.703 -2.444 0.070 0.020 0.125
C 4.876 1.685 -2.563 -0.005 -0.059 0.033
C 5.891 1.772 -1.617 -0.007 0.031 -0.040
C 5.944 0.867 -0.570 0.028 -0.009 0.013
C 4.979 -0.127 -0.454 0.060 -0.107 -0.076
C 2.568 -2.419 0.097 0.042 0.011 -0.102
C 2.044 -3.704 -0.057 0.091 0.011 0.103
C 1.863 -4.528 1.045 -0.020 0.015 -0.006
C 2.209 -4.077 2.310 0.015 -0.013 -0.032
C 2.736 -2.804 2.473 0.015 0.012 0.044
C 2.909 -1.975 1.374 -0.065 -0.009 -0.015
C 2.751 -2.422 -2.759 -0.003 0.056 -0.023
C 3.879 -3.226 -2.897 -0.031 0.006 -0.061
C 3.998 -4.064 -3.995 0.005 0.033 0.019
C 2.992 -4.090 -4.957 -0.031 -0.018 -0.005
C 1.871 -3.285 -4.823 0.054 0.012 0.017
C 1.746 -2.446 -3.720 -0.045 -0.051 0.023
H 3.091 0.643 -3.156 0.006 0.053 0.014
H 4.835 2.390 -3.384 -0.008 -0.008 0.011
H 6.640 2.552 -1.697 -0.021 -0.031 -0.002
H 6.737 0.939 0.166 -0.017 -0.029 -0.008
H 5.042 -0.842 0.356 0.003 0.043 -0.021
H 1.771 -4.057 -1.044 -0.038 -0.006 0.000
H 1.430 -5.514 0.925 0.029 0.004 -0.012
H 2.060 -4.717 3.171 -0.023 0.020 0.002
H 2.988 -2.443 3.463 -0.009 0.002 -0.030
H 3.272 -0.968 1.519 -0.042 0.001 0.025
H 4.657 -3.200 -2.140 -0.011 -0.017 -0.033
H 4.869 -4.697 -4.106 -0.005 0.011 0.009
H 3.084 -4.750 -5.812 0.005 0.030 0.017
H 1.092 -3.310 -5.575 -0.007 -0.001 0.024
H 0.871 -1.820 -3.571 0.042 -0.022 -0.020
```
Positions in Å, forces in eV/Å.

Computed properties:
Largest force on an atom   0.0187 Eh/bohr
Relative energy (zero: lowest compared OMol25 entry of this formula, charge and spin)   101.2 kJ/mol
Total charge   -1
Multiplicity   3
DFT total energy   -341746.1350 eV
HOMO level (spin up / spin down)   -4.04 / -4.28 eV
HOMO-LUMO gap (spin up / spin down)   6.2 / 6.6 eV

Atom charges from the Mulliken analysis, given in e for atoms 1 to 2: 2.098 -0.359